[1]
DFT (ωB97M-V/def2-TZVPD) results for C3H6P2 in the gas phase.

Geometry (Å):
C 0.16185 -0.11891 0.23014
C -0.90320 -0.89168 -0.55510
C 0.43244 1.30392 0.04280
P 1.63826 -1.24102 0.75007
P 0.32202 -0.73548 2.18284
H -1.04370 -0.39752 -1.62849
H -1.83024 -1.08175 -0.05486
H -0.52632 -1.83527 -0.69335
H 1.43076 1.60627 0.51708
H -0.37301 1.91727 0.35564
H 0.69116 1.47416 -1.14677

Force components x, y, z for each atom (eV/Å):
C 0.7 -2.9 2.6
C 0.2 3.2 -1.9
C 3.2 0.9 -3.1
P -1.0 0.8 0.0
P 0.1 0.3 -1.9
H 0.0 -1.0 2.3
H -0.8 0.6 0.3
H 0.9 -2.4 -0.7
H -1.7 -0.3 -0.3
H -0.7 0.9 0.1
H -1.0 -0.1 2.7

E_LUMO   -0.69 eV
E   -21783.5254 eV
ΔE to the lowest compared entry with this formula, charge and spin   87.93 kJ/mol
Frontier orbital gap   7.79 eV
Net charge   0
HOMO   -8.481 eV

Atom charges from the Löwdin analysis, given in e for atoms 1 to 8: -1.02 -0.18 -0.24 0.52 0.51 0.12 0.05 -0.01


[2]
DFT (ωB97M-V/def2-TZVPD) results for 2 unconnected molecules or ions with the total composition C3H6P2.

Geometry (Å):
C 0.62153 2.07580 -0.04151
C 0.19838 -2.99442 0.01424
C -0.74971 1.93359 -0.14203
P 2.11905 2.39765 0.31499
P 0.38024 -1.37836 -0.44366
H 0.48320 -3.35022 0.94160
H -0.07895 -3.77494 -0.83217
H -1.30061 2.15804 0.71724
H -1.14789 1.00458 -0.30672
H -1.30810 2.53312 -0.83331
H 0.78286 -0.60484 0.61134

Force components x, y, z for each atom (eV/Å):
C 4.5 1.2 1.1
C -0.2 0.8 -3.3
C -2.3 1.0 -0.6
P -2.1 -0.6 -0.8
P -0.9 -1.7 -2.0
H 0.3 -1.0 1.8
H 0.5 1.8 2.0
H -0.2 0.8 2.2
H -0.3 -3.0 -0.9
H 0.4 0.7 -1.1
H 0.4 -0.1 1.5

E_LUMO   0.13 eV
E   -21781.7189 eV
ΔE to the lowest compared entry with this formula, charge and spin   262.23 kJ/mol
Frontier orbital gap   9.53 eV
Net charge   0
HOMO   -9.400 eV

Atom charges from the Löwdin analysis, given in e for atoms 1 to 8: -0.74 -0.44 -0.27 0.77 0.74 -0.07 0.03 0.07


[3]
DFT (ωB97M-V/def2-TZVPD) results for C3H6P2S3 in the gas phase.

Geometry (Å):
C -0.70189 0.10467 0.01325
C -0.11993 1.01668 1.17328
C 0.44370 -0.65938 -0.63441
P 1.64244 0.51392 -1.60702
P 3.37353 0.80203 -0.22791
S 0.82046 2.35167 0.47319
S 1.33019 -1.88500 0.35857
S 3.01658 -0.79924 1.02498
H -1.43904 -0.59795 0.30588
H -1.25738 0.83878 -0.56892
H -1.11250 1.18501 1.77579
H 0.56617 0.35629 1.71474
H 0.05767 -1.18928 -1.42178
H 2.33599 -0.74960 -2.27630

Force components x, y, z for each atom (eV/Å):
C 1.5 1.4 1.1
C -2.5 -2.1 -0.1
C 1.2 2.6 0.6
P 0.9 -2.4 -0.8
P -2.6 0.0 0.6
S 1.0 0.0 0.1
S 0.2 0.5 -0.1
S -0.1 0.2 -0.1
H -0.7 -0.8 0.9
H 0.4 -0.3 -1.0
H 2.4 0.7 -0.5
H -0.2 0.3 0.6
H -0.8 -1.7 -2.2
H -0.8 1.6 0.8

E_LUMO (alpha / beta)   -1.76 / -1.95 eV
E   -54289.4805 eV
ΔE to the lowest compared entry with this formula, charge and spin   179.37 kJ/mol
Frontier orbital gap (alpha / beta)   6.47 / 6.07 eV
Net charge   0
HOMO (alpha / beta)   -8.224 / -8.020 eV

Atom charges from the Löwdin analysis, given in e for atoms 1 to 8: -0.37 -0.68 -0.94 0.47 0.31 0.44 0.46 0.05


[4]
DFT (ωB97M-V/def2-TZVPD) results for 2 unconnected molecules or ions with the total composition C3H6S.

Geometry (Å):
C 1.17091 0.07887 0.21024
C 0.67786 1.17917 0.24801
C 1.82848 -1.23453 0.11498
S -3.03599 0.29272 -0.09681
H -4.27450 0.63081 -0.46563
H -2.49859 1.56526 -0.49485
H 0.12842 2.00752 0.31139
H 1.14579 -2.12818 -0.28457
H 2.30360 -1.41915 1.05665
H 2.55401 -0.97247 -0.59941

Force components x, y, z for each atom (eV/Å):
C -1.1 0.3 0.2
C 1.8 -3.7 -0.2
C -2.3 -0.4 -0.6
S 0.9 1.8 -0.5
H -0.1 0.1 0.0
H -0.8 -1.9 0.5
H -1.5 2.9 0.2
H 1.5 2.1 1.1
H 0.2 -0.6 0.4
H 1.4 -0.7 -1.1

E_LUMO   0.83 eV
E   -14040.8266 eV
ΔE to the lowest compared entry with this formula, charge and spin   196.79 kJ/mol
Frontier orbital gap   10.50 eV
Net charge   0
HOMO   -9.670 eV

Atom charges from the Löwdin analysis, given in e for atoms 1 to 8: -0.20 0.09 -0.11 0.41 -0.25 -0.16 -0.03 0.13